[1]
Density functional theory data (the ωB97M-V functional and the def2-TZVPD basis) for a molecular structure, C51H74BN4OP3S2V in a non-equilibrium geometry.

* energy: -137998.174 eV
* gap between HOMO and LUMO (alpha / beta): 6.4 / 5.8 eV
* HOMO energy (alpha / beta): -5.985 / -5.385 eV
* ⟨S²⟩: 0.771

The geometry in ORCA input format:
```
! RIJCOSX wB97M-V def2-TZVPD def2/J DEFGRID3
* xyz 0 2
V -0.448 0.127 0.177
C -1.730 -0.914 -5.506
C -0.994 -0.215 -4.365
C 0.256 0.498 -4.894
C -1.924 0.853 -3.773
P -0.497 -1.226 -2.836
C -2.060 -2.181 -2.493
N -2.787 -1.480 -1.455
B -2.225 -0.683 -0.387
N -3.374 -0.421 0.473
C -3.280 0.384 1.666
P -2.108 1.728 1.105
C -3.391 2.955 0.409
C -2.654 4.250 0.062
C -3.932 2.353 -0.894
C -4.597 3.252 1.305
C -1.303 2.524 2.629
C -2.207 3.267 3.608
C -0.637 1.360 3.370
C -0.187 3.449 2.111
C -4.529 -0.927 -0.094
C -5.855 -0.855 0.297
C -6.824 -1.435 -0.522
C -6.468 -2.076 -1.698
C -5.134 -2.160 -2.097
C -4.164 -1.578 -1.298
C 0.743 -2.566 -3.360
C 0.536 -3.231 -4.716
C 2.117 -1.880 -3.296
C 0.723 -3.635 -2.258
H -1.981 -0.167 -6.265
H -2.669 -1.359 -5.173
H -1.139 -1.687 -5.989
H -0.039 1.334 -5.535
H 0.891 -0.165 -5.483
H 0.842 0.903 -4.065
H -2.210 1.577 -4.542
H -1.401 1.385 -2.975
H -2.834 0.408 -3.365
H -1.769 -3.168 -2.120
H -2.683 -2.328 -3.374
H -2.837 -0.186 2.492
H -4.255 0.750 1.986
H -1.734 4.047 -0.485
H -2.415 4.828 0.957
H -3.288 4.874 -0.574
H -3.113 2.078 -1.554
H -4.555 3.095 -1.402
H -4.545 1.474 -0.714
H -4.341 3.534 2.322
H -5.283 2.405 1.347
H -5.145 4.086 0.858
H -3.031 2.632 3.939
H -2.607 4.182 3.175
H -1.621 3.548 4.489
H -1.377 0.711 3.840
H 0.020 1.742 4.155
H -0.030 0.756 2.681
H -0.558 4.436 1.843
H 0.294 3.025 1.224
H 0.574 3.582 2.887
H -6.141 -0.345 1.210
H -7.866 -1.383 -0.234
H -7.237 -2.515 -2.321
H -4.871 -2.654 -3.024
H 0.702 -2.533 -5.535
H -0.470 -3.646 -4.805
H 1.252 -4.051 -4.833
H 2.247 -1.133 -4.078
H 2.913 -2.625 -3.405
H 2.228 -1.376 -2.334
H -0.127 -4.312 -2.360
H 0.688 -3.162 -1.273
H 1.634 -4.239 -2.323
C 4.027 5.085 -2.780
C 2.586 4.868 -2.422
C 1.636 5.879 -2.544
C 0.348 5.559 -2.150
N -0.003 4.356 -1.716
C 0.962 3.423 -1.677
S 0.585 1.785 -1.303
N 2.253 3.661 -1.984
H 4.208 6.119 -3.069
H 4.301 4.428 -3.605
H 4.661 4.827 -1.932
H 1.883 6.862 -2.917
H -0.446 6.299 -2.181
O 1.558 -0.955 -0.215
S 2.796 -0.552 0.534
C 4.039 -1.872 0.157
C 3.932 -3.047 1.072
C 4.302 -2.921 2.411
C 4.214 -4.005 3.268
C 3.756 -5.230 2.799
C 3.379 -5.359 1.471
C 3.467 -4.274 0.612
C 3.786 0.717 -0.372
C 4.790 1.244 0.606
C 6.160 1.131 0.394
C 7.064 1.598 1.339
C 6.611 2.178 2.514
C 5.245 2.301 2.735
C 4.345 1.841 1.789
H 5.003 -1.378 0.278
H 3.868 -2.141 -0.886
H 4.662 -1.965 2.777
H 4.508 -3.900 4.304
H 3.700 -6.078 3.468
H 3.016 -6.310 1.101
H 3.169 -4.373 -0.425
H 3.088 1.479 -0.707
H 4.236 0.252 -1.249
H 6.527 0.681 -0.522
H 8.127 1.508 1.157
H 7.320 2.532 3.251
H 4.883 2.761 3.645
H 3.278 1.945 1.954
C 0.762 -3.207 1.610
P -0.569 -1.936 1.740
C -1.964 -3.077 1.343
C -0.662 -1.930 3.581
C 0.462 -1.513 4.297
C 0.440 -1.448 5.679
C -0.713 -1.784 6.377
C -1.833 -2.204 5.678
C -1.810 -2.270 4.290
H 1.708 -2.837 2.000
H 0.902 -3.475 0.564
H 0.463 -4.086 2.181
H -1.912 -3.986 1.944
H -1.880 -3.330 0.286
H -2.927 -2.591 1.493
H 1.365 -1.236 3.760
H 1.323 -1.131 6.222
H -0.732 -1.728 7.457
H -2.732 -2.488 6.210
H -2.700 -2.595 3.767
*
```

Here are the Mulliken charges for atoms 1 to 99, given in e: V -0.95; C -1.86; C 2.12; C -2.05; C -1.59; P 1.31; C -1.55; N 0.63; B 3.02; N 0.70; C -1.60; P 0.86; C 2.79; C -1.84; C -2.29; C -1.84; C 2.82; C -2.39; C -2.14; C -1.67; C 0.09; C -0.91; C -0.83; C -0.85; C -1.13; C 0.73; C 2.21; C -2.10; C -1.99; C -2.61; H 0.50; H 0.35; H 0.28; H 0.55; H 0.32; H 0.26; H 0.72; H -0.22; H 0.20; H 0.16; H 0.12; H -0.03; H 0.41; H 0.35; H 0.18; H 0.58; H 0.40; H 0.69; H 0.26; H 0.19; H 0.37; H 0.55; H 0.36; H 0.43; H 0.49; H 0.29; H 0.91; H -0.16; H 0.40; H -0.07; H 0.51; H 0.45; H 0.42; H 0.40; H 0.48; H 0.35; H 0.35; H 0.50; H 0.27; H 0.61; H 0.06; H 0.42; H 0.36; H 0.67; C -1.24; C 1.03; C -1.07; C -0.33; N -0.27; C -0.08; S -0.84; N -0.25; H 0.38; H 0.26; H 0.24; H 0.34; H 0.47; O -0.27; S 1.30; C -1.30; C -0.30; C 0.05; C -0.78; C -0.47; C -0.78; C 0.14; C -0.44; C 0.29; C -0.40

=====

[2]
Density functional theory data (the ωB97M-V functional and the def2-TZVPD basis) for a molecular structure, C7H20N5Zn in a non-equilibrium geometry.

* energy: -63445.946 eV
* gap between HOMO and LUMO (alpha / beta): 2.9 / 2.4 eV
* HOMO energy (alpha / beta): -0.207 / 0.278 eV
* energy relative to the best compared isomer or geometry (same formula, charge and spin): 0.0000 eV

The geometry in ORCA input format:
```
! RIJCOSX wB97M-V def2-TZVPD def2/J DEFGRID3
* xyz -1 1
C 3.798 -2.002 -1.111
Zn 1.848 -2.140 -0.998
N 1.470 -0.756 -2.543
H 1.004 -0.559 -0.098
H 0.410 -2.338 -0.419
H 4.421 -2.592 -0.407
H 3.995 -0.894 -1.020
H 4.041 -2.440 -2.091
H 1.489 0.143 -2.098
H 0.554 -0.961 -2.951
H 2.171 -0.785 -3.275
C -0.704 -0.891 1.301
N 0.073 -0.080 0.260
C 0.497 1.265 0.829
N -0.652 1.992 1.383
C -1.322 1.126 2.402
N -1.847 -0.144 1.827
C -2.754 0.181 0.706
N -2.090 0.979 -0.345
C -0.933 0.259 -0.877
C -1.629 2.237 0.291
H -0.026 -1.124 2.119
H -1.104 -1.807 0.853
H 0.932 1.842 0.008
H 1.229 1.064 1.602
H -2.179 1.665 2.782
H -0.594 0.881 3.175
H -3.154 -0.749 0.262
H -3.574 0.776 1.131
H -0.425 0.923 -1.604
H -1.274 -0.678 -1.358
H -2.495 2.727 0.736
H -1.176 2.882 -0.470
*
```

natural (NBO) atomic charges, in units of e: C -1.37; Zn 1.01; N -1.38; H 0.17; H -0.65; H 0.20; H 0.22; H 0.19; H 0.34; H 0.34; H 0.39; C -0.08; N -0.59; C -0.27; N -0.46; C -0.09; N -0.46; C -0.09; N -0.46; C -0.33; C -0.13; H 0.21; H 0.24; H 0.21; H 0.21; H 0.19; H 0.20; H 0.21; H 0.19; H 0.20; H 0.23; H 0.19; H 0.21

=====

[3]
Density functional theory data (the ωB97M-V functional and the def2-TZVPD basis) for a gas-phase ion, C8H12N4O (charge +2) in a non-equilibrium geometry.

* energy: -16475.736 eV
* gap between HOMO and LUMO (alpha / beta): 6.8 / 7.8 eV
* HOMO energy (alpha / beta): -16.452 / -16.495 eV
* energy relative to the best compared isomer or geometry (same formula, charge and spin): 5.2501 eV

The geometry in ORCA input format:
```
! RIJCOSX wB97M-V def2-TZVPD def2/J DEFGRID3
* xyz 2 1
C 1.436 -1.373 -0.109
C 2.403 -0.317 -0.237
C 0.428 0.600 0.349
C -1.766 1.241 -0.736
C 4.762 0.220 -0.265
C -1.027 -1.441 0.168
C -2.279 -0.608 0.650
C -4.029 0.835 -0.102
N 3.673 -0.357 -0.661
N 0.258 -0.778 0.130
N 1.683 0.882 -0.061
N -2.609 0.583 -0.085
O 4.807 1.032 0.728
H 1.591 -2.507 -0.036
H -1.882 1.885 -1.626
H 5.474 -0.140 -1.012
H -1.141 -2.344 0.756
H -1.133 -1.700 -0.851
H -3.006 -1.413 0.419
H -2.434 -0.282 1.629
H -4.311 0.981 -1.154
H -4.074 1.849 0.377
H -4.693 0.103 0.519
H 2.138 1.722 0.289
H 5.732 1.327 0.919
*
```

natural (NBO) atomic charges, in units of e: C 0.06; C 0.40; C 0.34; C 0.32; C 0.51; C -0.23; C -0.23; C -0.46; N -0.45; N -0.36; N -0.58; N -0.33; O -0.60; H 0.29; H 0.25; H 0.24; H 0.27; H 0.24; H 0.26; H 0.26; H 0.26; H 0.26; H 0.28; H 0.46; H 0.55

=====

[4]
Density functional theory data (the ωB97M-V functional and the def2-TZVPD basis) for a molecular structure, C42H32F5GdP2 in a non-equilibrium geometry.

* energy: -97053.881 eV
* gap between HOMO and LUMO (alpha / beta): 5.8 / 7.9 eV
* HOMO energy (alpha / beta): -14.014 / -14.086 eV
* energy relative to the best compared isomer or geometry (same formula, charge and spin): 1.5918 eV
* ⟨S²⟩: 16.037

The geometry in ORCA input format:
```
! RIJCOSX wB97M-V def2-TZVPD def2/J DEFGRID3
* xyz 2 8
C 0.744 -0.841 -2.604
C -0.287 -1.257 -1.767
C -1.572 -1.407 -2.275
C -1.823 -1.166 -3.622
C -0.788 -0.771 -4.469
C 0.498 -0.603 -3.954
P 0.025 -1.623 -0.060
C -1.263 -2.776 0.457
C -2.342 -2.376 1.244
C -3.361 -3.289 1.536
C -3.288 -4.592 1.050
C -2.198 -4.987 0.273
C -1.183 -4.072 -0.026
Gd 0.003 0.124 1.636
P 0.022 1.776 -0.169
C -1.327 1.821 -1.311
C -1.146 2.197 -2.633
C -2.252 2.286 -3.487
C -3.531 1.998 -3.014
C -3.707 1.601 -1.689
C -2.603 1.501 -0.842
C -0.237 3.166 0.998
C 0.612 3.276 2.103
C 0.448 4.325 3.007
C -0.558 5.265 2.805
C -1.401 5.156 1.698
C -1.246 4.108 0.795
C 1.592 2.103 -0.928
C 2.664 1.223 -0.780
C 3.900 1.520 -1.359
C 4.063 2.707 -2.071
C 3.000 3.603 -2.190
C 1.762 3.301 -1.607
C 1.605 -2.472 0.042
C 2.012 -3.249 -1.034
C 3.206 -3.975 -0.964
C 3.985 -3.925 0.193
C 3.571 -3.152 1.277
C 2.381 -2.422 1.203
H 1.410 2.539 2.258
H 1.108 4.401 3.871
H -0.687 6.085 3.511
H -2.187 5.894 1.538
H -1.911 4.021 -0.062
H -0.155 2.407 -3.020
H -2.107 2.574 -4.528
H -4.389 2.071 -3.681
H -4.701 1.359 -1.315
H -2.730 1.166 0.191
H 2.532 0.307 -0.195
H 4.733 0.828 -1.244
H 5.026 2.944 -2.522
H 3.133 4.541 -2.725
H 0.949 4.021 -1.678
H 1.418 -3.292 -1.945
H 3.523 -4.578 -1.812
H 4.915 -4.488 0.247
H 4.170 -3.112 2.184
H 2.052 -1.817 2.054
H -2.375 -1.357 1.643
H -4.201 -2.979 2.156
H -4.075 -5.307 1.285
H -2.131 -6.008 -0.098
H -0.335 -4.391 -0.625
H -2.387 -1.722 -1.623
H -2.833 -1.284 -4.014
H -0.983 -0.586 -5.524
H 1.313 -0.288 -4.606
H 1.754 -0.711 -2.218
H -0.052 0.241 -7.597
H 0.698 0.239 -7.546
F 0.031 -2.669 3.341
C 0.004 -1.651 4.278
C -0.010 -0.331 3.862
C -0.055 0.664 4.819
F -0.102 1.984 4.449
C -0.075 0.366 6.183
F -0.124 1.350 7.106
C -0.053 -0.973 6.586
F -0.075 -1.281 7.902
C -0.014 -1.993 5.630
F 0.000 -3.286 6.018
*
```

Mulliken atomic charges, in units of e: C -0.11; C 0.99; C -0.80; C -0.89; C -0.57; C -1.06; P 1.78; C 0.86; C -0.13; C -0.91; C -0.72; C -0.69; C -0.63; Gd 0.26; P 0.97; C 1.04; C -0.98; C -0.72; C -0.67; C -0.89; C -0.33; C 1.09; C -0.41; C -0.97; C -0.60; C -0.73; C -0.58; C 1.06; C -0.48; C -0.59; C -0.71; C -0.81; C -0.39; C 1.00; C -0.36; C -0.88; C -0.75; C -0.91; C -0.45; H 0.59; H 0.45; H 0.42; H 0.45; H 0.41; H 0.55; H 0.49; H 0.43; H 0.45; H 0.33; H 0.10; H 0.49; H 0.44; H 0.46; H 0.54; H 0.51; H 0.46; H 0.45; H 0.48; H 0.15; H 0.29; H 0.47; H 0.43; H 0.46; H 0.37; H 0.48; H 0.46; H 0.22; H 0.47; H 0.69; H 0.01; H 0.02; F -0.34; C -0.20; C 0.86; C -0.29; F -0.11; C -0.10; F -0.27; C 0.63; F -0.26; C -0.01; F -0.27

=====

[5]
Density functional theory data (the ωB97M-V functional and the def2-TZVPD basis) for a single C14H13N molecule in a non-equilibrium geometry.

* energy: -16215.973 eV
* gap between HOMO and LUMO: 8.3 eV
* HOMO energy: -7.578 eV
* energy relative to the best compared isomer or geometry (same formula, charge and spin): 0.2516 eV
* SMILES: CN1c2ccccc2[C@]23C=CC=C[C@]12C3

The geometry in ORCA input format:
```
! RIJCOSX wB97M-V def2-TZVPD def2/J DEFGRID3
* xyz 0 1
C -0.040 -2.669 0.014
N 0.124 -1.238 0.245
C 1.218 -0.411 0.053
C 2.531 -0.806 0.303
C 3.535 0.212 0.421
C 3.176 1.514 0.302
C 1.876 1.913 -0.049
C 0.893 0.929 -0.219
C -0.603 0.989 -0.424
C -1.576 1.912 0.059
C -2.850 1.490 0.335
C -3.208 0.129 0.636
C -2.270 -0.801 0.465
C -1.037 -0.465 -0.198
C -0.964 0.094 -1.599
H -0.095 -2.828 -1.047
H 0.697 -3.346 0.290
H -0.970 -2.974 0.472
H 2.906 -1.802 0.468
H 4.538 -0.149 0.747
H 3.858 2.323 0.451
H 1.691 2.933 0.201
H -1.283 2.985 0.122
H -3.647 2.151 0.599
H -4.146 -0.117 0.978
H -2.414 -1.781 0.783
H -1.870 0.131 -2.075
H -0.069 -0.319 -2.334
*
```

natural (NBO) atomic charges, in units of e: C -0.40; N -0.40; C 0.16; C -0.25; C -0.19; C -0.26; C -0.19; C -0.04; C -0.11; C -0.14; C -0.24; C -0.22; C -0.16; C 0.10; C -0.40; H 0.18; H 0.21; H 0.20; H 0.21; H 0.21; H 0.21; H 0.22; H 0.22; H 0.21; H 0.21; H 0.20; H 0.22; H 0.23